(1)
Density functional theory data (the ωB97M-V functional and the def2-TZVPD basis) for C5H10O2 in the gas phase at a distorted geometry.

Geometry (Å):
C 2.19 0.50 -0.71
C 0.95 -0.19 -0.21
C 0.78 -0.37 1.26
O -0.04 -1.46 1.69
C -1.32 -0.20 -0.51
C -2.59 0.56 -0.64
O -0.19 0.35 -0.78
H 2.35 0.34 -1.79
H 3.06 0.07 -0.21
H 2.20 1.59 -0.53
H 0.32 -2.23 1.25
H 0.27 0.52 1.68
H 1.77 -0.44 1.72
H -1.30 -1.21 -0.12
H -2.46 1.61 -0.35
H -3.02 0.52 -1.65
H -3.32 0.11 0.04

Properties
HOMO level (spin up / spin down): -6.70 / -7.52 eV
LUMO (spin up / spin down): 0.0030 / 0.0354 hartree


(2)
Density functional theory data (the ωB97M-V functional and the def2-TZVPD basis) for C5H10O2 in the gas phase.

Geometry (Å):
C 2.66 -0.09 -0.01
C 1.53 0.17 -0.66
C 0.27 -0.47 -0.10
O 0.38 -0.48 1.32
C -1.07 0.20 -0.46
C -2.19 -0.48 0.32
O -1.04 1.56 -0.06
H 3.62 0.39 -0.21
H 2.63 -0.80 0.80
H 1.50 0.85 -1.51
H 0.22 -1.52 -0.40
H 0.50 0.46 1.54
H -1.26 0.12 -1.54
H -3.15 0.00 0.13
H -2.25 -1.54 0.06
H -1.95 -0.41 1.39
H -0.40 2.04 -0.60

Properties
HOMO level: -9.74 eV
LUMO: 0.0310 hartree
SMILES: C=C[C@@H](O)[C@@H](C)O


(3)
Density functional theory data (the ωB97M-V functional and the def2-TZVPD basis) for C5H10O2 as an isolated structure at a distorted geometry.

Geometry (Å):
C -1.92 -0.04 0.50
C -1.28 -0.84 -0.43
C 1.14 -0.36 0.09
C 1.41 0.03 -1.35
C -0.15 0.34 1.10
O -0.09 1.70 0.77
O 0.01 -0.07 2.25
H 0.40 2.13 1.48
H -2.62 -0.53 1.17
H -2.26 0.96 0.29
H -0.95 -1.85 -0.26
H -1.30 -0.55 -1.47
H 1.89 0.11 0.74
H 1.25 -1.43 0.29
H 2.47 -0.01 -1.58
H 0.92 -0.64 -2.06
H 1.08 1.05 -1.54

Properties
HOMO level (spin up / spin down): -8.31 / -8.31 eV
LUMO (spin up / spin down): -0.0137 / -0.0138 hartree


(4)
Density functional theory data (the ωB97M-V functional and the def2-TZVPD basis) for C5H10O2 in the gas phase at a distorted geometry.

Geometry (Å):
O -0.65 2.32 -0.67
C 0.53 1.65 -0.44
C 0.40 0.31 0.66
C -0.99 -0.27 0.52
C -0.78 -1.60 -0.22
O 0.51 -1.53 -0.78
C 1.33 -0.79 0.11
H -1.43 1.58 -0.61
H 0.93 1.19 -1.36
H 1.28 2.25 0.10
H 0.66 0.69 1.66
H -1.65 -0.27 1.39
H -1.70 0.48 -0.19
H -1.50 -1.72 -1.03
H -0.87 -2.47 0.46
H 2.15 -0.36 -0.48
H 1.78 -1.46 0.87

Properties
HOMO level: -9.83 eV
LUMO: 0.0328 hartree
SMILES: OC[C@H]1CCOC1


(5)
Density functional theory data (the ωB97M-V functional and the def2-TZVPD basis) for C5H10O2Pt as an isolated structure at a distorted geometry.

Geometry (Å):
C -1.28 -2.40 1.51
O -1.03 -1.29 0.66
C -0.13 -0.34 1.20
C -0.17 0.89 0.34
O 0.85 0.76 -0.64
C 1.12 1.86 -1.39
C 1.86 1.80 -2.50
H -0.34 -2.91 1.77
H -1.79 -2.06 2.42
H 0.87 -0.79 1.30
H -0.45 -0.07 2.22
H -0.08 1.79 0.97
H -1.10 1.11 -0.20
H 0.52 2.75 -1.15
H 2.16 0.84 -2.93
H 1.96 2.68 -3.12
H -1.93 -3.09 0.96
Pt -1.04 -1.52 -1.41

Properties
2S+1: 3
HOMO level (spin up / spin down): -6.36 / -8.04 eV
LUMO (spin up / spin down): 0.0254 / -0.0206 hartree


(6)
Density functional theory data (the ωB97M-V functional and the def2-TZVPD basis) for a 2-piece molecular cluster, C5H10O2S overall at a distorted geometry.

Geometry (Å):
O -2.12 -0.20 1.36
C -2.42 0.40 0.16
O -3.21 1.29 0.11
C -1.71 -0.17 -1.01
C -0.34 -0.53 -1.00
C -0.16 -2.00 -0.55
S 2.54 0.08 0.60
C 3.56 1.20 -0.32
H -1.18 -0.41 1.27
H -2.23 0.10 -1.92
H -0.51 -2.75 -1.25
H 0.06 -0.47 -2.01
H 0.33 0.09 -0.36
H -0.58 -2.22 0.44
H 0.92 -2.13 -0.36
H 3.11 1.70 -1.18
H 4.51 0.76 -0.63
H 3.82 2.09 0.26

Properties
HOMO level: -7.70 eV
LUMO: -0.1295 hartree


(7)
Density functional theory data (the ωB97M-V functional and the def2-TZVPD basis) for C5H10O2S in the gas phase at a distorted geometry.

Geometry (Å):
O -0.36 2.36 1.01
C -0.98 1.33 0.43
C -0.92 -0.08 1.09
C 0.28 -0.30 0.19
O 1.36 0.02 0.95
C 0.37 -1.64 -0.51
S 1.84 -1.59 -1.55
C -0.15 0.70 -0.73
H 0.31 1.99 1.59
H -1.95 1.60 0.30
H -1.03 -0.48 2.25
H -1.66 -0.68 0.49
H 2.21 0.20 0.41
H 0.35 -2.50 0.18
H -0.51 -1.89 -1.04
H 1.11 -0.95 -2.46
H 0.48 1.58 -0.91
H -0.75 0.33 -1.69

Properties
HOMO level: -9.34 eV
LUMO: 0.0246 hartree
SMILES: O[C@H]1C[C@](O)(CS)C1


(8)
Density functional theory data (the ωB97M-V functional and the def2-TZVPD basis) for a 3-piece molecular cluster, C5H10O3 overall at a distorted geometry.

Geometry (Å):
C 2.15 -0.68 1.16
C 2.03 -0.01 0.17
C 1.96 0.73 -1.08
O 1.46 -0.04 -2.16
H 2.17 -1.20 2.07
H 2.96 1.12 -1.32
H 1.29 1.58 -0.97
H 1.86 -0.91 -2.14
C -1.48 0.43 1.65
C -2.13 -0.75 1.49
H -2.03 1.36 1.73
H -0.41 0.50 1.65
H -1.56 -1.66 1.52
H -3.14 -0.87 1.87
O -1.26 0.07 -0.76
O -1.31 0.38 -2.16
H -2.19 -0.31 -0.32
H -0.37 0.27 -2.40

Properties
HOMO level: -9.11 eV
LUMO: 0.0280 hartree
SMILES: C#CCO.C=C.OO


(9)
Density functional theory data (the ωB97M-V functional and the def2-TZVPD basis) for a 2-piece molecular cluster, C5H10O3 overall at a distorted geometry.

Geometry (Å):
O -3.60 1.13 0.14
C -2.90 0.23 -0.22
C -1.39 0.33 -0.42
C -0.77 1.45 0.41
C 0.74 1.33 0.55
C 1.42 2.67 0.72
O 2.26 2.89 1.55
H -3.28 -0.77 -0.42
H -1.00 -0.66 -0.17
H -1.20 0.48 -1.47
H -0.97 2.40 -0.10
H -1.34 1.60 1.33
H 1.14 0.66 1.31
H 1.10 1.04 -0.45
H 1.14 3.43 -0.03
O 2.93 -6.40 -1.08
H 2.20 -6.18 -0.50
H 3.53 -5.63 -1.15

Properties
HOMO level: -9.88 eV
LUMO: 0.0214 hartree
SMILES: O=CCCCC=O.O


(10)
Density functional theory data (the ωB97M-V functional and the def2-TZVPD basis) for C5H10O3 in the gas phase at a distorted geometry.

Geometry (Å):
C 0.66 0.17 1.08
C 0.89 -0.81 -0.02
C -0.87 0.68 0.76
C 0.54 -2.22 0.02
C -0.49 2.36 -0.77
O 1.27 -0.34 -1.23
O -1.69 -0.38 1.10
O -1.18 1.07 -0.58
H 0.62 -0.24 2.13
H 1.38 0.99 1.05
H 0.97 -2.71 0.91
H 0.82 -2.67 -0.92
H -0.53 -2.32 0.08
H -0.93 3.06 0.04
H -0.83 2.74 -1.71
H 0.52 2.16 -0.39
H 1.28 -0.97 -2.00
H -2.43 -0.57 0.46

Properties
2S+1: 3
HOMO level (spin up / spin down): -5.58 / -10.26 eV
LUMO (spin up / spin down): 0.0300 / 0.0112 hartree


(11)
Density functional theory data (the ωB97M-V functional and the def2-TZVPD basis) for C5H10O3Pd as an isolated structure at a distorted geometry.

Geometry (Å):
O 2.41 1.55 -0.87
C 2.85 0.79 0.10
C 2.29 -0.55 0.03
O 1.05 -0.51 -0.50
C 0.04 -1.51 -0.31
C -1.14 -0.82 0.33
O -1.33 0.42 -0.34
C -2.60 1.02 -0.08
Pd 0.31 1.29 -0.70
H 3.95 0.80 0.24
H 2.52 -1.36 0.72
H 0.41 -2.33 0.32
H -0.20 -1.88 -1.32
H -0.97 -0.64 1.40
H -2.04 -1.45 0.21
H -2.58 2.03 -0.51
H -3.39 0.43 -0.57
H -2.79 1.08 1.00
H 1.21 1.63 0.85

Properties
charge: +1
2S+1: 4
HOMO level (spin up / spin down): -11.77 / -14.11 eV
LUMO (spin up / spin down): -0.1308 / -0.2089 hartree


(12)
Density functional theory data (the ωB97M-V functional and the def2-TZVPD basis) for a 2-piece molecular cluster, C5H10O3S overall at a distorted geometry.

Geometry (Å):
C -1.85 0.89 -2.91
C -2.50 -0.16 -3.18
C 0.85 -1.20 -0.07
C 1.99 -0.09 2.08
C 1.37 0.05 0.73
O -1.52 1.98 -2.64
O -0.90 1.52 0.13
O -0.94 0.42 2.30
S 0.02 1.30 1.23
H -2.70 -0.54 -4.21
H -1.83 0.75 2.09
H -2.65 -0.86 -2.38
H 1.77 -1.51 -0.55
H 0.37 -1.93 0.52
H 0.05 -0.85 -0.81
H 2.39 -1.08 2.24
H 1.21 0.08 2.89
H 2.75 0.61 2.41
H 2.10 0.64 0.13

Properties
2S+1: 3
HOMO level (spin up / spin down): -5.28 / -9.01 eV
LUMO (spin up / spin down): 0.0274 / -0.0759 hartree


(13)
Density functional theory data (the ωB97M-V functional and the def2-TZVPD basis) for C5H10O3Sm as an isolated structure at a distorted geometry.

Geometry (Å):
C 1.70 2.87 -1.53
O 1.25 1.73 -0.81
C 1.91 1.52 0.45
C 1.53 0.19 1.03
H 1.23 2.84 -2.52
H 1.39 3.79 -1.00
H 2.79 2.84 -1.62
H 1.67 2.37 1.11
H 3.00 1.58 0.26
H 1.43 0.40 2.11
H 2.17 -0.70 1.16
O -2.43 0.06 -0.31
C -2.54 -1.09 0.35
C -1.52 -2.01 0.28
O -0.79 -1.97 -0.87
Sm -0.46 0.17 -1.43
H -3.54 -1.39 0.70
H -1.75 -3.03 0.66
H 0.48 -0.49 0.87

Properties
2S+1: 7
HOMO level (spin up / spin down): -5.34 / -5.36 eV
LUMO (spin up / spin down): -0.0160 / -0.0199 hartree


(14)
Density functional theory data (the ωB97M-V functional and the def2-TZVPD basis) for C5H10O4 in the gas phase at a distorted geometry.

Geometry (Å):
C -1.63 1.02 2.19
O -2.04 1.88 1.13
C -1.14 1.91 0.12
O -0.62 2.93 -0.28
O -0.96 0.69 -0.43
C 0.44 0.38 -0.60
C 0.67 -1.13 -0.62
C 1.88 -1.46 -1.50
O -0.49 -1.82 -1.02
H -1.64 -0.02 1.88
H -0.66 1.30 2.57
H -2.38 1.12 2.96
H 1.00 0.79 0.24
H 0.79 0.88 -1.49
H 0.92 -1.43 0.39
H 2.72 -1.70 -0.87
H 1.65 -2.26 -2.19
H 2.19 -0.61 -2.09
H -0.70 -2.47 -0.36

Properties
HOMO level: -10.59 eV
LUMO: 0.0185 hartree
SMILES: COC(=O)OC[C@H](C)O


(15)
Density functional theory data (the ωB97M-V functional and the def2-TZVPD basis) for a 2-piece molecular cluster, C5H10O4 overall at a distorted geometry.

Geometry (Å):
C 1.04 -1.17 -0.80
C 0.44 0.02 -0.53
C 1.01 1.28 -1.12
O -1.08 0.08 -0.58
C -1.99 -0.89 -1.04
H 0.65 -2.10 -0.41
H 2.03 -1.20 -1.23
H 1.85 1.61 -0.52
H 0.27 2.09 -1.10
H 1.36 1.14 -2.15
H -2.03 -0.88 -2.14
H -1.76 -1.90 -0.69
H -2.97 -0.62 -0.63
O -1.07 0.69 1.92
C 0.14 0.37 1.85
O 0.58 -0.81 2.37
O 1.09 1.32 2.06
H -0.20 -1.18 2.83
H 0.63 2.16 1.90

Properties
HOMO level: -9.01 eV
LUMO: -0.0028 hartree
SMILES: C=C(C)OC.O=C(O)O


(16)
Density functional theory data (the ωB97M-V functional and the def2-TZVPD basis) for a 2-piece molecular cluster, C5H10O4 overall at a distorted geometry.

Geometry (Å):
C -0.45 -2.54 -0.41
C 0.22 -1.58 0.53
O 0.75 -1.99 1.56
O 1.14 -0.73 -0.34
O 2.26 -0.32 0.43
H 0.25 -2.86 -1.18
H -1.34 -2.12 -0.88
H -0.75 -3.46 0.09
H 2.14 -0.87 1.25
C -0.98 1.03 -1.36
C -0.43 1.31 -0.20
C -0.04 2.64 0.32
O -0.72 0.28 1.03
H -0.86 0.08 -1.85
H -1.29 1.83 -2.01
H -0.28 3.41 -0.42
H 1.02 2.69 0.53
H -0.61 2.91 1.21
H -0.01 0.28 1.69

Properties
HOMO level: -9.45 eV
LUMO: 0.0246 hartree
SMILES: CC(=O)OO.C=C(C)O


(17)
Density functional theory data (the ωB97M-V functional and the def2-TZVPD basis) for C5H10O5 as an isolated structure at a distorted geometry.

Geometry (Å):
C 1.85 -0.20 0.39
C 0.90 -0.16 -0.81
C -1.43 -0.78 -0.51
C -1.30 0.76 -0.21
C 0.02 1.09 -0.80
H 1.88 -1.77 0.79
H 1.37 -0.31 1.48
H 2.68 0.77 0.42
H 1.65 -0.33 -1.63
H -2.10 -1.05 -1.67
H -1.60 -2.31 0.65
H -2.30 1.28 -0.36
H -1.89 0.49 1.97
H -0.05 1.34 -1.82
H 0.33 2.05 0.80
O 2.60 -1.39 0.38
O -0.07 -1.20 -0.54
O -2.21 -1.39 0.31
O -1.00 0.85 1.25
O 0.68 2.26 -0.09

Properties
HOMO level: -9.64 eV
LUMO: 0.0045 hartree


(18)
Density functional theory data (the ωB97M-V functional and the def2-TZVPD basis) for C5H10OS in the gas phase at a distorted geometry.

Geometry (Å):
C 2.01 0.81 -0.97
C 1.33 0.21 -0.01
C 1.61 -0.05 1.42
C -0.10 -0.35 -0.41
O -0.16 -1.75 -0.47
S -1.42 0.37 0.72
C -2.85 0.10 -0.38
H 1.46 0.96 -1.91
H 2.89 1.38 -0.67
H 2.61 -0.24 1.65
H 1.47 1.04 1.84
H 0.91 -0.82 1.90
H -0.36 0.21 -1.34
H -0.11 -2.03 0.47
H -2.84 -1.06 -0.45
H -2.67 0.53 -1.33
H -3.78 0.67 -0.07

Properties
HOMO level: -8.75 eV
LUMO: 0.0293 hartree
SMILES: C=C(C)[C@@H](O)SC


(19)
Density functional theory data (the ωB97M-V functional and the def2-TZVPD basis) for a 2-piece molecular cluster, C5H10OS overall at a distorted geometry.

Geometry (Å):
C 0.35 0.35 -0.89
C 0.91 0.85 0.13
C 1.62 1.27 1.22
C -0.76 -1.59 -2.11
C -0.94 -0.31 -1.23
O -1.07 0.17 1.71
S -0.68 0.87 2.92
H 1.03 0.52 -1.85
H 2.28 0.54 1.88
H 0.73 1.05 2.52
H 1.67 2.32 1.31
H -1.67 -1.98 -2.71
H -0.03 -1.49 -2.80
H -0.41 -2.39 -1.61
H -1.41 0.47 -1.95
H -1.38 -0.54 -0.26
H -0.24 -0.11 3.70

Properties
HOMO level: -8.64 eV
LUMO: 0.0250 hartree


(20)
Density functional theory data (the ωB97M-V functional and the def2-TZVPD basis) for C5H10OS in the gas phase.

Geometry (Å):
C -1.54 1.87 -0.02
S -1.30 0.87 1.48
C -0.48 -0.70 1.01
C -0.55 -1.13 -0.45
C 0.60 -0.59 -1.30
C 2.00 -0.91 -0.83
O 2.98 -0.44 -1.33
H -1.12 1.48 -0.93
H -2.61 2.01 -0.14
H -1.06 2.83 0.15
H -0.99 -1.40 1.67
H 0.58 -0.66 1.29
H -1.47 -0.80 -0.93
H -0.51 -2.22 -0.42
H 0.52 -0.99 -2.31
H 0.49 0.48 -1.41
H 2.10 -1.65 -0.02

Properties
HOMO level: -8.60 eV
LUMO: 0.0310 hartree
SMILES: CSCCCC=O


Electronic energy values (in Eh) by entry order: -346.8542 -346.9518 -346.8316 -346.9176 -466.0923 -745.0114 -745.0788 -421.9785 -422.1983 -422.0514 -549.5862 -820.1810 -1080.0719 -497.4427 -497.3758 -497.2726 -572.5168 -669.8650 -669.7375 -669.9065.
Energy relative to the best compared isomer or geometry (same formula, charge and spin) values (in kcal per mole) by entry order: 107.5 46.2 121.6 67.7 4.2 113.0 70.7 174.5 36.5 0.0 37.3 25.1 22.5 41.2 83.2 148.0 142.7 44.9 124.8 18.8.